# 1
C21H21N3O8Pb | ωB97M-V with the def2-TZVPD basis set

Output
Calculated total energy ... -48218.6145 eV
Max |F| ... 0.7 eV Å⁻¹
Frontier orbital gap ... 6.98 eV
Highest occupied orbital energy ... -0.0855 Ha
M ... 650.61 g mol⁻¹

Geometry as ORCA input:
```
! wB97M-V def2-TZVPD RIJCOSX def2/J DEFGRID3
* xyz -2 1
Pb 0.88086 -0.73815 0.04605
O -0.28124 3.27069 -0.34055
C 0.87379 3.83363 0.24444
C 2.02264 2.88046 0.55371
N 1.69615 1.67247 1.32051
C 2.93493 1.14345 1.90574
C 4.03690 0.85418 0.85141
O 5.18032 1.27876 1.10798
O 3.65966 0.17711 -0.14666
C 0.69737 1.87543 2.36204
C 0.17226 0.57702 3.01532
O -0.21205 0.67635 4.18570
O 0.07635 -0.46542 2.27878
H -0.03445 2.56775 -0.96819
H 0.55550 4.33224 1.16404
H 1.28762 4.61354 -0.40956
H 2.77269 3.47111 1.10246
H 2.49949 2.55994 -0.37660
H 2.69735 0.20778 2.41897
H 3.34001 1.84918 2.64117
H -0.17999 2.34891 1.92168
H 1.06556 2.51910 3.17181
C 1.68703 1.90878 -3.78448
O 0.53852 2.75072 -3.76818
C -0.67144 2.22268 -3.38082
C -1.77181 2.72447 -4.04096
C -3.05711 2.27831 -3.72995
C -3.20117 1.29665 -2.77509
C -2.10363 0.76493 -2.07959
C -2.39957 -0.34259 -1.18132
N -1.57297 -1.07493 -0.53939
N -2.15598 -2.10968 0.15953
C -1.28352 -2.99939 0.57893
O -0.03448 -3.05066 0.33500
C -1.87413 -4.11177 1.40798
C -1.02905 -5.10038 1.90186
C -1.52566 -6.13036 2.68985
C -2.87964 -6.18528 2.99271
C -3.73056 -5.20276 2.49996
C -3.23277 -4.17245 1.71451
C -0.79928 1.29243 -2.30420
O 0.23684 1.01314 -1.57259
H 2.38808 2.38162 -4.47387
H 2.14372 1.80758 -2.80425
H 1.44424 0.90743 -4.14644
H -1.60818 3.47075 -4.81068
H -3.91910 2.69760 -4.23485
H -4.18729 0.90602 -2.54319
H -3.45506 -0.61802 -1.11607
H 0.02356 -5.02894 1.65982
H -0.85258 -6.88871 3.07438
H -3.26852 -6.98023 3.61983
H -4.78816 -5.23663 2.73979
H -3.88395 -3.39746 1.33377
*
```

# 2
C4H7BrNO3P | ωB97M-V with the def2-TZVPD basis set

Output
Calculated total energy ... -91222.9203 eV
Max |F| ... 5.9 eV Å⁻¹
Frontier orbital gap ... 9.96 eV
Highest occupied orbital energy ... -0.4075 Ha
M ... 227.98 g mol⁻¹

Geometry as ORCA input:
```
! wB97M-V def2-TZVPD RIJCOSX def2/J DEFGRID3
* xyz 0 1
C -2.40170 -2.00817 0.35463
C 0.66364 2.37315 0.85341
C 1.56451 -1.15862 -1.20256
C -1.27909 -0.46361 -0.52307
N -2.97594 -2.81756 0.93321
O -0.21468 -0.21503 2.03205
O 0.67773 1.22078 0.06330
O 1.06172 -1.25864 0.13799
P 0.03170 -0.13936 0.62746
Br -2.68067 0.86929 -0.72651
H -0.22515 2.95926 0.87241
H 1.32659 2.96382 0.25997
H 0.79653 2.01005 1.90920
H 2.55689 -1.65901 -1.03483
H 1.60121 -0.07913 -1.29759
H 0.76392 -1.71918 -1.77000
H -1.26721 -0.87804 -1.48906
*
```

# 3
C4H5NO | ωB97M-V with the def2-TZVPD basis set

Output
Calculated total energy ... -7764.7410 eV
Max |F| ... 1.2 eV Å⁻¹
Frontier orbital gap ... 10.84 eV
Highest occupied orbital energy ... -0.3686 Ha
SMILES string ... N#CC1(O)CC1
M ... 83.09 g mol⁻¹

Geometry as ORCA input:
```
! wB97M-V def2-TZVPD RIJCOSX def2/J DEFGRID3
* xyz 0 1
N 2.04802 -1.78216 -0.26868
C 1.36607 -0.84682 -0.20380
C 0.36115 0.13186 0.16428
O 0.65837 0.83731 1.33729
C -0.64089 0.84018 -0.69849
C -1.01118 -0.47320 -0.08432
H 1.48433 0.50633 1.71073
H -1.02933 1.70461 -0.16390
H -0.55340 0.96065 -1.77313
H -1.69992 -0.55738 0.74617
H -0.98321 -1.32137 -0.76614
*
```

# 4
C4H9NO5 | ωB97M-V with the def2-TZVPD basis set

Output
Calculated total energy ... -16015.7491 eV
Max |F| ... 13.9 eV Å⁻¹
Frontier orbital gap ... 10.45 eV
Highest occupied orbital energy ... -0.3656 Ha
SMILES string ... O=C(NO)[C@H](O)[C@H](O)CO
M ... 151.12 g mol⁻¹

Geometry as ORCA input:
```
! wB97M-V def2-TZVPD RIJCOSX def2/J DEFGRID3
* xyz 0 1
O -1.02007 2.01396 0.16215
C -1.20965 0.82264 0.24274
N -2.22788 0.20398 -0.48100
O -2.64924 -1.01043 0.04098
C -0.17055 -0.07247 0.84906
O 0.55252 0.78894 1.72555
C 0.76991 -0.84511 -0.04922
O 2.04171 -1.04783 0.60726
C 1.13608 -0.01964 -1.34938
O 1.88929 1.18668 -0.88836
H -2.91032 0.77008 -0.58343
H -2.73971 -1.48197 -0.60926
H -0.69308 -0.88613 1.59804
H 0.60891 1.54933 1.27055
H 0.31686 -1.99938 -0.21011
H 1.89857 -0.52744 1.42419
H 0.25191 0.38531 -1.90134
H 1.58605 -0.67231 -1.76666
H 2.56870 0.84177 -0.08176
*
```

# 5
C4H13NOS | ωB97M-V with the def2-TZVPD basis set

Output
Calculated total energy ... -18730.9672 eV
Max |F| ... 2.1 eV Å⁻¹
Frontier orbital gap ... 9.25 eV
Highest occupied orbital energy ... -0.3094 Ha
SMILES string ... CNCCCS.O
M ... 123.22 g mol⁻¹

Geometry as ORCA input:
```
! wB97M-V def2-TZVPD RIJCOSX def2/J DEFGRID3
* xyz 0 1
C -0.98016 -0.82325 1.50024
N -0.73820 -0.67381 0.05427
C -0.18188 0.56846 -0.41966
C 1.28304 0.51847 -0.93074
C 2.31079 0.00897 0.08380
S 2.39864 0.82025 1.70051
H -1.92843 -1.29859 1.72322
H -0.81214 0.15835 1.92909
H -0.14299 -1.37408 1.94379
H -0.42014 -1.48200 -0.45214
H -0.17854 1.33773 0.35493
H -0.75471 1.10017 -1.19400
H 1.53923 1.54519 -1.20013
H 1.36088 -0.08532 -1.83083
H 3.30508 -0.00008 -0.35355
H 2.04547 -1.02535 0.31588
H 2.50688 2.10235 1.30941
O -3.46960 -0.40925 -1.88652
H -3.89168 0.19928 -1.26891
H -3.25157 -1.18748 -1.37865
*
```

# 6
C4H17N2O2 | ωB97M-V with the def2-TZVPD basis set

Output
Calculated total energy ... -11495.4385 eV
Expectation value of S² ... 0.75
Max |F| ... 2.3 eV Å⁻¹
Frontier orbital gap (spin up / spin down) ... 3.25 / 10.49 eV
Highest occupied orbital energy (spin up / spin down) ... -0.0957 / -0.3686 Ha
M ... 125.19 g mol⁻¹

Geometry as ORCA input:
```
! wB97M-V def2-TZVPD RIJCOSX def2/J DEFGRID3
* xyz 0 2
C -1.17096 -1.67521 0.35271
N -0.12636 -2.45291 -0.32207
C -0.93361 -0.14561 0.15782
N 0.50567 0.21287 0.10846
C 1.24313 -0.28680 1.29156
C -1.73681 0.40511 -1.00975
H -0.93158 -1.85528 1.38326
H -2.19680 -1.83521 0.04162
H 0.29811 -3.13825 0.27613
H -0.42375 -2.93322 -1.15931
H -1.38672 0.36766 1.00656
H 0.45371 1.24981 0.19696
H 0.97641 0.01141 -0.77931
H 1.94648 0.47479 1.63299
H 1.79404 -1.19048 1.08668
H 0.52257 -0.29170 2.10574
H -2.77359 0.09537 -0.92304
H -1.27595 0.11965 -1.95381
H -1.61484 1.48359 -1.00077
H -1.54048 3.38013 0.53505
H 0.01348 3.25145 0.69162
O -0.82323 2.74217 0.60560
H 2.95888 1.42545 -1.63300
H 3.50953 0.02853 -1.41322
O 2.71268 0.55668 -1.27847
*
```

# 7
C17H35GeN2O3RhTe | ωB97M-V with the def2-TZVPD basis set

Output
Calculated total energy ... -94131.5570 eV
Expectation value of S² ... 0.85
Max |F| ... 1.3 eV Å⁻¹
Frontier orbital gap (spin up / spin down) ... 6.59 / 6.60 eV
Highest occupied orbital energy (spin up / spin down) ... -0.4064 / -0.4060 Ha
M ... 618.59 g mol⁻¹

Geometry as ORCA input:
```
! wB97M-V def2-TZVPD RIJCOSX def2/J DEFGRID3
* xyz 1 2
Rh 0.92340 0.18456 0.42471
C 0.96346 -1.53904 -2.84114
C -0.38867 -0.88438 -2.62809
C -1.45935 -1.94782 -2.42074
C -0.74236 -0.00303 -3.81809
O -0.35811 -0.08944 -1.40898
Ge -1.08083 1.56836 -1.08927
O 0.83599 2.12866 -0.50756
C 0.96514 3.43743 0.23271
C 1.35059 3.15921 1.67558
C 1.99073 4.30134 -0.48056
C -0.37773 4.15717 0.18215
O -1.12367 1.01585 0.72850
C -2.29193 0.67206 1.51800
C -2.04850 -0.68489 2.16009
C -3.52260 0.60543 0.62105
C -2.45936 1.74651 2.58147
H 0.91003 -2.22009 -3.69207
H 1.26276 -2.11261 -1.95920
H 1.73264 -0.79886 -3.05092
H -1.53352 -2.59968 -3.29242
H -2.43578 -1.48811 -2.25359
H -1.21340 -2.56641 -1.55484
H -0.74470 -0.59419 -4.73429
H -0.01085 0.80000 -3.93722
H -1.73252 0.44386 -3.70945
H 2.38014 2.80911 1.76286
H 0.68197 2.41168 2.10702
H 1.25937 4.07321 2.26311
H 2.99107 3.87072 -0.44974
H 2.04513 5.27393 0.00969
H 1.71046 4.45572 -1.52416
H -1.15773 3.59462 0.69632
H -0.69453 4.34940 -0.84409
H -0.27668 5.11817 0.68581
H -2.20217 -1.48638 1.43003
H -2.74456 -0.85988 2.98126
H -1.03509 -0.74497 2.56391
H -3.36276 -0.10051 -0.19932
H -3.76161 1.58383 0.19846
H -4.39154 0.26884 1.18864
H -1.57173 1.79904 3.21594
H -3.32233 1.53699 3.21561
H -2.60906 2.72402 2.11969
Te 2.84200 1.06736 -0.83824
C 0.03657 -5.04296 0.48864
C 0.90594 -3.84683 0.67640
C 2.27113 -3.72013 0.82640
C 2.52500 -2.35483 0.99944
N 1.37340 -1.67433 0.96313
N 0.40698 -2.60624 0.75931
C 3.84115 -1.69472 1.22973
H 0.64450 -5.94357 0.46716
H -0.51624 -4.98198 -0.44997
H -0.68335 -5.13903 1.30217
H 2.99507 -4.51780 0.82983
H -0.55422 -2.31070 0.71477
H 4.44243 -2.28628 1.91846
H 3.71424 -0.69991 1.65020
H 4.40621 -1.61749 0.29570
*
```